The following is a quantum chemistry calculation of a molecular structure, C31H33Br2N13O3SV in a non-equilibrium geometry, from the Open Molecules 2025 dataset.

Atoms and positions in Å:
V1 -0.11 0.13 -0.44
Br1 -4.51 2.45 0.08
C1 -2.79 3.20 -0.04
C2 -2.65 4.60 0.12
C3 -1.43 5.19 0.07
Br2 -1.29 7.06 0.28
C4 -0.26 4.41 -0.14
C5 1.06 4.91 -0.18
C6 2.11 4.04 -0.35
C7 1.84 2.67 -0.48
N1 0.63 2.17 -0.46
C8 -0.42 3.02 -0.30
C9 -1.70 2.40 -0.26
O1 -1.75 1.09 -0.42
H1 -3.54 5.19 0.30
H2 1.23 5.97 -0.07
H3 3.13 4.39 -0.39
H4 2.66 1.97 -0.59
N2 5.57 0.62 4.73
C10 4.25 0.58 4.34
C11 3.43 -0.48 4.74
C12 2.12 -0.55 4.31
C13 1.61 0.43 3.46
C14 2.42 1.50 3.07
C15 3.73 1.57 3.50
S1 -0.01 0.30 2.80
O2 -0.85 -0.40 3.73
O3 -0.38 1.60 2.31
N3 0.15 -0.58 1.43
C16 0.34 -1.95 1.43
N4 0.31 -2.47 0.18
C17 0.51 -3.78 0.08
C18 0.73 -4.58 1.18
C19 0.76 -3.94 2.41
N5 0.58 -2.63 2.55
H5 5.83 0.08 5.54
H6 6.03 1.52 4.69
H7 3.81 -1.23 5.41
H8 1.47 -1.35 4.62
H9 2.00 2.27 2.44
H10 4.35 2.41 3.20
H11 0.49 -4.19 -0.93
H12 0.88 -5.65 1.09
H13 0.95 -4.50 3.32
N6 -2.21 0.12 -3.20
C20 -0.94 0.11 -3.56
N7 -0.67 0.25 -4.86
C21 0.60 0.17 -5.22
N8 0.91 0.33 -6.50
N9 1.63 -0.07 -4.37
C22 1.28 -0.13 -3.11
N10 0.04 0.00 -2.61
C23 2.37 -0.37 -2.13
C24 3.68 -0.54 -2.53
C25 4.65 -0.74 -1.56
C26 4.27 -0.76 -0.22
C27 2.93 -0.58 0.10
N11 2.00 -0.40 -0.84
H14 -2.87 0.19 -3.97
H15 -2.58 -0.14 -2.28
H16 0.19 0.49 -7.18
H17 1.87 0.25 -6.79
H18 3.92 -0.51 -3.58
H19 5.69 -0.87 -1.84
H20 4.99 -0.90 0.57
H21 2.59 -0.58 1.12
C28 -4.23 -3.27 -1.06
C29 -4.52 -1.87 -0.55
C30 -4.89 -1.90 0.94
C31 -5.66 -1.24 -1.35
N12 -3.35 -1.00 -0.79
N13 -2.10 -1.47 -0.27
H22 -5.15 -3.86 -1.05
H23 -3.50 -3.80 -0.45
H24 -3.88 -3.24 -2.10
H25 -5.73 -2.56 1.12
H26 -5.15 -0.90 1.29
H27 -4.06 -2.27 1.55
H28 -6.60 -1.74 -1.13
H29 -5.47 -1.33 -2.42
H30 -5.77 -0.18 -1.11
H31 -3.49 -0.10 -0.34
H32 -1.86 -2.30 -0.80
H33 -2.19 -1.75 0.70

LUMO level (spin up / spin down) ... -3.12 / -3.21 eV
HOMO (spin up / spin down) ... -0.3792 / -0.3817 Ha
HOMO-LUMO gap (spin up / spin down) ... 0.265 / 0.264 Eh
Expectation value of S² ... 2.01
Net charge ... +1
F_max ... 0.02141 Eh/bohr
ΔE to the lowest compared entry with this formula, charge and spin ... 33.0 kJ/mol
Multiplicity ... 3